Formula: C30H35ClN3O4
Source: the Open Molecules 2025 dataset
Level of theory: the ωB97M-V functional and the def2-TZVPD basis

Bonds (Å) are listed after each position.
Geometry (Å):
1 C 5.539 -2.752 -0.950  O2 1.444, H32 1.091, H33 1.101, H34 1.101
2 O 6.031 -1.460 -0.533  C1 1.444, C3 1.356
3 C 5.143 -0.440 -0.430  O2 1.356, C4 1.398, C29 1.415
4 C 3.780 -0.491 -0.738  C3 1.398, C5 1.395, H35 1.093
5 C 2.913 0.449 -0.181  C4 1.395, C6 1.510, C25 1.396
6 C 1.420 0.241 -0.270  C5 1.510, C7 1.536, H36 1.103, H37 1.105
7 C 0.862 -0.334 1.039  C6 1.536, C8 1.529, N15 1.464, H38 1.104
8 C 1.412 -1.710 1.418  C7 1.529, O9 1.231, N10 1.365
9 O 2.571 -1.999 1.713  C8 1.231
10 N 0.360 -2.580 1.412  C8 1.365, C11 1.444, C12 1.457
11 C 0.512 -3.994 1.664  N10 1.444, H39 1.089, H40 1.094, H41 1.094
12 C -0.950 -1.992 1.169  N10 1.457, C13 1.535, C14 1.539, N15 1.477
13 C -1.565 -2.575 -0.111  C12 1.535, H42 1.098, H43 1.096, H44 1.091
14 C -1.870 -2.269 2.372  C12 1.539, H45 1.097, H46 1.089, H47 1.096
15 N -0.583 -0.570 1.010  C7 1.464, C12 1.477, C16 1.338
16 C -1.442 0.412 0.714  N15 1.338, C17 1.386, H48 1.098
17 C -2.810 0.221 0.603  C16 1.386, C18 1.396, H49 1.094
18 C -3.676 1.228 0.174  C17 1.396, C19 1.445, H50 1.092
19 C -5.096 1.025 -0.009  C18 1.445, C20 1.415, C24 1.426
20 C -5.920 2.164 -0.170  C19 1.415, C21 1.392, H51 1.095
21 C -7.305 2.063 -0.075  C20 1.392, C22 1.406, H52 1.086
22 C -7.902 0.808 0.136  C21 1.406, C23 1.399, H53 1.099
23 C -7.109 -0.344 0.193  C22 1.399, C24 1.401, H54 1.090
24 C -5.716 -0.256 0.070  C19 1.426, C23 1.401, H55 1.094
25 C 3.411 1.569 0.486  C5 1.396, C26 1.402, H56 1.094
26 C 4.790 1.719 0.686  C25 1.402, O27 1.357, C29 1.413
27 O 5.411 2.707 1.378  C26 1.357, C28 1.442
28 C 4.648 3.857 1.799  O27 1.442, H57 1.091, H58 1.102, H59 1.100
29 C 5.661 0.727 0.179  C3 1.415, C26 1.413, O30 1.369
30 O 7.010 0.830 0.393  C29 1.369, C31 1.465
31 C 7.528 0.340 1.673  O30 1.465, H60 1.091, H61 1.099, H62 1.100
32 H 6.419 -3.397 -0.953  C1 1.091
33 H 4.790 -3.128 -0.236  C1 1.101
34 H 5.110 -2.697 -1.962  C1 1.101
35 H 3.380 -1.335 -1.305  C4 1.093
36 H 0.912 1.201 -0.464  C6 1.103
37 H 1.165 -0.452 -1.092  C6 1.105
38 H 1.094 0.368 1.859  C7 1.104
39 H 1.566 -4.225 1.817  C11 1.089
40 H -0.059 -4.287 2.550  C11 1.094
41 H 0.128 -4.565 0.814  C11 1.094
42 H -0.853 -2.476 -0.940  C13 1.098
43 H -1.796 -3.634 0.053  C13 1.096
44 H -2.485 -2.053 -0.379  C13 1.091
45 H -1.316 -2.118 3.307  C14 1.097
46 H -2.739 -1.614 2.377  C14 1.089
47 H -2.209 -3.310 2.319  C14 1.096
48 H -1.002 1.397 0.508  C16 1.098
49 H -3.242 -0.764 0.803  C17 1.094
50 H -3.346 2.267 0.236  C18 1.092
51 H -5.428 3.133 -0.306  C20 1.095
52 H -7.910 2.965 -0.117  C21 1.086
53 H -8.986 0.737 0.298  C22 1.099
54 H -7.567 -1.315 0.380  C23 1.090
55 H -5.106 -1.163 0.089  C24 1.094
56 H 2.716 2.314 0.884  C25 1.094
57 H 5.390 4.535 2.224  C28 1.091
58 H 4.143 4.338 0.946  C28 1.102
59 H 3.911 3.571 2.565  C28 1.100
60 H 8.604 0.509 1.599  C31 1.091
61 H 7.089 0.924 2.494  C31 1.099
62 H 7.301 -0.732 1.774  C31 1.100
63 Cl -1.777 1.812 -6.325  C64 1.721
64 C -2.162 1.729 -4.650  Cl63 1.721, C65 1.400, C69 1.400
65 C -2.656 0.547 -4.084  C64 1.400, C66 1.405, H70 1.086
66 C -2.999 0.541 -2.722  C65 1.405, N67 1.332, H71 1.094
67 N -2.865 1.615 -1.945  C66 1.332, C68 1.329
68 C -2.337 2.721 -2.457  N67 1.329, C69 1.406, H72 1.086
69 C -1.987 2.838 -3.814  C64 1.400, C68 1.406, H73 1.086
70 H -2.779 -0.342 -4.694  C65 1.086
71 H -3.393 -0.371 -2.263  C66 1.094
72 H -2.181 3.554 -1.778  C68 1.086
73 H -1.596 3.767 -4.219  C69 1.086

Summary:
HOMO energy ... -9.8968 eV
Total charge ... +1
Orbital gap ... 5.72 eV
Calculated total energy ... -56852.8870 eV

Mulliken population analysis, charges in e, atoms 1 to 2:
1. C -0.7847
2. O -0.4147

=====

Formula: C5H14N3
Source: the Open Molecules 2025 dataset
Level of theory: the ωB97M-V functional and the def2-TZVPD basis

Bonds (Å) are listed after each position.
Geometry (Å):
1 C -1.366 -0.069 -1.356  N6 1.293, N8 1.293
2 C 1.630 1.170 0.642  C5 1.527, H9 1.089, H10 1.092, H11 1.088
3 C 0.213 -0.040 2.361  C5 1.542, H12 1.089, H13 1.086, H14 1.087
4 C 0.897 -1.380 -0.512  N7 1.420, H15 1.091, H16 1.094, H17 1.092
5 C 0.275 0.528 0.929  C2 1.527, C3 1.542, N7 1.436, H18 1.097
6 N -1.179 -0.638 -2.501  C1 1.293, H19 1.012, H20 1.016
7 N -0.104 -0.576 0.093  C4 1.420, C5 1.436
8 N -2.305 0.736 -0.976  C1 1.293, H21 1.015, H22 1.012
9 H 2.440 0.453 0.764  C2 1.089
10 H 1.669 1.588 -0.366  C2 1.092
11 H 1.796 1.978 1.352  C2 1.088
12 H 0.334 0.765 3.083  C3 1.089
13 H 1.002 -0.770 2.518  C3 1.086
14 H -0.744 -0.525 2.534  C3 1.087
15 H 0.444 -2.292 -0.903  C4 1.091
16 H 1.503 -0.890 -1.280  C4 1.094
17 H 1.577 -1.680 0.289  C4 1.092
18 H -0.503 1.299 0.861  C5 1.097
19 H -0.380 -1.244 -2.639  N6 1.012
20 H -1.806 -0.498 -3.287  N6 1.016
21 H -3.072 1.011 -1.581  N8 1.015
22 H -2.319 1.076 -0.023  N8 1.012

Summary:
HOMO energy (alpha / beta) ... -10.7466 / -14.7682 eV
Total charge ... +1
ΔE to the lowest compared entry with this formula, charge and spin ... 0.00 kcal per mole
Spin multiplicity ... 3
Orbital gap (alpha / beta) ... 8.08 / 9.04 eV
Calculated total energy ... -9871.8734 eV
Expectation value of S² ... 2.01

Mulliken population analysis, charges in e, atoms 1 to 2:
1. C 0.5018
2. C -1.5130

=====

Formula: C37H75BClFNO15P2S
Source: the Open Molecules 2025 dataset
Level of theory: the ωB97M-V functional and the def2-TZVPD basis

Bonds (Å) are listed after each position.
Geometry (Å):
1 C 6.474 -0.518 2.205  C2 1.526, H28 1.089, H29 1.085, H30 1.086
2 C 5.315 -0.944 1.309  C1 1.526, O3 1.438, H31 1.086, H32 1.083
3 O 4.898 -2.256 1.725  C2 1.438, C4 1.423
4 C 3.476 -2.317 1.707  O3 1.423, C5 1.511, H33 1.092, H34 1.085
5 C 3.040 -3.757 1.836  C4 1.511, O6 1.400, H35 1.093, H36 1.094
6 O 1.640 -3.761 1.880  C5 1.400, C7 1.401
7 C 1.084 -4.985 1.484  O6 1.401, C8 1.502, H37 1.092, H38 1.098
8 C -0.352 -4.836 1.068  C7 1.502, O9 1.396, H39 1.094, H40 1.093
9 O -1.068 -4.041 1.966  C8 1.396, C10 1.419
10 C -2.474 -4.129 1.801  O9 1.419, C11 1.537, H41 1.083, H42 1.090
11 C -3.189 -2.865 1.298  C10 1.537, C12 1.548, O18 1.433, C25 1.580
12 C -4.476 -2.600 2.117  C11 1.548, C13 1.518, H43 1.077, H44 1.085
13 C -4.258 -1.865 3.426  C12 1.518, O14 1.194, N15 1.404
14 O -3.977 -2.511 4.390  C13 1.194
15 N -4.396 -0.474 3.568  C13 1.404, C16 1.471, C17 1.470
16 C -3.147 0.181 3.982  N15 1.471, H45 1.086, H46 1.086, H47 1.085
17 C -5.050 0.208 2.442  N15 1.470, H48 1.081, H49 1.089, H50 1.093
18 O -3.764 -3.281 0.053  C11 1.433, B19 1.458
19 B -3.779 -2.201 -0.928  O18 1.458, F20 1.432, P21 1.959, O24 1.464
20 F -5.111 -1.679 -0.963  B19 1.432
21 P -3.153 -2.711 -2.713  B19 1.959, O22 1.660, Cl23 2.123
22 O -2.889 -1.213 -3.380  P21 1.660, H51 0.975
23 Cl -1.188 -3.457 -2.416  P21 2.123
24 O -2.781 -1.272 -0.398  B19 1.464, C25 1.374
25 C -2.465 -1.514 0.918  C11 1.580, O24 1.374, P26 1.885, H52 1.089
26 P -0.602 -1.232 0.968  C25 1.885, S27 1.982, H53 1.410, H54 1.398
27 S -0.024 -0.080 -0.539  P26 1.982
28 H 7.198 0.055 1.627  C1 1.089
29 H 6.978 -1.402 2.583  C1 1.085
30 H 6.143 0.099 3.034  C1 1.086
31 H 5.618 -0.960 0.266  C2 1.086
32 H 4.501 -0.242 1.428  C2 1.083
33 H 3.011 -1.726 2.499  C4 1.092
34 H 3.152 -1.995 0.723  C4 1.085
35 H 3.417 -4.286 0.957  C5 1.093
36 H 3.493 -4.220 2.717  C5 1.094
37 H 1.634 -5.422 0.649  C7 1.092
38 H 1.150 -5.723 2.294  C7 1.098
39 H -0.753 -5.851 0.993  C8 1.094
40 H -0.407 -4.432 0.054  C8 1.093
41 H -2.706 -4.916 1.094  C10 1.083
42 H -2.898 -4.449 2.752  C10 1.090
43 H -5.239 -2.182 1.481  C12 1.077
44 H -4.831 -3.586 2.395  C12 1.085
45 H -3.277 0.630 4.962  C16 1.086
46 H -2.887 0.999 3.315  C16 1.086
47 H -2.316 -0.511 4.070  C16 1.085
48 H -5.816 -0.377 1.954  C17 1.081
49 H -5.552 1.093 2.832  C17 1.089
50 H -4.322 0.593 1.725  C17 1.093
51 H -2.261 -0.731 -2.810  O22 0.975
52 H -2.862 -0.697 1.517  C25 1.089
53 H -0.358 -0.473 2.131  P26 1.410
54 H 0.186 -2.385 0.913  P26 1.398
55 C 2.134 1.660 -1.867  C56 1.507, H59 1.088, H60 1.093, H61 1.090
56 C 2.562 0.220 -1.750  C55 1.507, O57 1.209, C58 1.507
57 O 3.139 -0.190 -0.770  C56 1.209
58 C 2.233 -0.687 -2.908  C56 1.507, H62 1.092, H63 1.092, H64 1.088
59 H 2.427 2.197 -0.968  C55 1.088
60 H 2.615 2.123 -2.732  C55 1.093
61 H 1.050 1.715 -1.972  C55 1.090
62 H 2.716 -0.324 -3.818  C58 1.092
63 H 1.152 -0.724 -3.053  C58 1.092
64 H 2.593 -1.692 -2.694  C58 1.088
65 C 10.019 0.219 -0.799  C66 1.511, H69 1.088, H70 1.091, H71 1.091
66 C 8.880 1.129 -1.193  C65 1.511, O67 1.208, C68 1.510
67 O 7.738 0.880 -0.886  C66 1.208
68 C 9.232 2.363 -1.989  C66 1.510, H72 1.091, H73 1.091, H74 1.089
69 H 9.627 -0.625 -0.234  C65 1.088
70 H 10.524 -0.155 -1.691  C65 1.091
71 H 10.732 0.762 -0.177  C65 1.091
72 H 9.701 2.077 -2.932  C68 1.091
73 H 9.910 2.998 -1.416  C68 1.091
74 H 8.324 2.923 -2.203  C68 1.089
75 C -8.138 1.909 -0.213  C76 1.509, H79 1.089, H80 1.091, H81 1.091
76 C -7.980 0.426 0.022  C75 1.509, O77 1.213, C78 1.506
77 O -7.651 -0.004 1.107  C76 1.213
78 C -8.243 -0.482 -1.150  C76 1.506, H82 1.091, H83 1.092, H84 1.084
79 H -7.917 2.447 0.707  C75 1.089
80 H -7.446 2.237 -0.990  C75 1.091
81 H -9.162 2.131 -0.517  C75 1.091
82 H -7.554 -0.251 -1.963  C78 1.091
83 H -9.273 -0.358 -1.494  C78 1.092
84 H -8.093 -1.512 -0.849  C78 1.084
85 C -7.374 -3.932 0.482  C86 1.503, H89 1.087, H90 1.093, H91 1.091
86 C -8.457 -4.968 0.596  C85 1.503, O87 1.214, C88 1.510
87 O -9.151 -5.275 -0.351  C86 1.214
88 C -8.646 -5.615 1.947  C86 1.510, H92 1.091, H93 1.091, H94 1.089
89 H -7.338 -3.550 -0.535  C85 1.087
90 H -7.575 -3.101 1.163  C85 1.093
91 H -6.405 -4.374 0.720  C85 1.091
92 H -8.899 -4.857 2.690  C88 1.091
93 H -7.731 -6.128 2.246  C88 1.091
94 H -9.456 -6.341 1.892  C88 1.089
95 C -9.260 -4.953 -4.964  C96 1.510, H99 1.088, H100 1.091, H101 1.091
96 C -10.226 -4.053 -4.231  C95 1.510, O97 1.212, C98 1.506
97 O -10.513 -2.956 -4.658  C96 1.212
98 C -10.810 -4.583 -2.948  C96 1.506, H102 1.092, H103 1.092, H104 1.089
99 H -8.914 -4.453 -5.867  C95 1.088
100 H -8.400 -5.172 -4.329  C95 1.091
101 H -9.756 -5.885 -5.242  C95 1.091
102 H -10.014 -4.786 -2.230  C98 1.092
103 H -11.373 -5.498 -3.143  C98 1.092
104 H -11.483 -3.838 -2.527  C98 1.089
105 C 10.658 6.837 -3.665  C106 1.507, H109 1.088, H110 1.089, H111 1.092
106 C 11.055 5.388 -3.544  C105 1.507, O107 1.210, C108 1.509
107 O 11.564 4.955 -2.535  C106 1.210
108 C 10.792 4.498 -4.735  C106 1.509, H112 1.091, H113 1.091, H114 1.088
109 H 10.903 7.355 -2.740  C105 1.088
110 H 11.198 7.310 -4.484  C105 1.089
111 H 9.583 6.915 -3.840  C105 1.092
112 H 11.340 4.865 -5.604  C108 1.091
113 H 9.724 4.476 -4.956  C108 1.091
114 H 11.127 3.488 -4.508  C108 1.088
115 C 9.643 10.859 -3.784  C116 1.510, H119 1.088, H120 1.091, H121 1.091
116 C 10.487 10.601 -5.009  C115 1.510, O117 1.209, C118 1.510
117 O 11.266 9.677 -5.056  C116 1.209
118 C 10.315 11.549 -6.172  C116 1.510, H122 1.091, H123 1.091, H124 1.088
119 H 9.865 10.108 -3.028  C115 1.088
120 H 9.866 11.847 -3.378  C115 1.091
121 H 8.584 10.800 -4.041  C115 1.091
122 H 10.565 12.565 -5.866  C118 1.091
123 H 9.284 11.519 -6.529  C118 1.091
124 H 10.977 11.251 -6.982  C118 1.088
125 C -3.796 0.657 8.307  C126 1.510, H129 1.089, H130 1.091, H131 1.091
126 C -2.886 1.760 7.822  C125 1.510, O127 1.208, C128 1.511
127 O -2.539 1.826 6.667  C126 1.208
128 C -2.428 2.775 8.844  C126 1.511, H132 1.091, H133 1.091, H134 1.088
129 H -4.046 0.001 7.475  C125 1.089
130 H -3.294 0.072 9.079  C125 1.091
131 H -4.716 1.083 8.711  C125 1.091
132 H -1.869 2.279 9.639  C128 1.091
133 H -3.290 3.290 9.271  C128 1.091
134 H -1.783 3.507 8.362  C128 1.088

Summary:
HOMO energy ... -4.6569 eV
Total charge ... -1
Orbital gap ... 6.16 eV
Calculated total energy ... -117121.2063 eV

Mulliken population analysis, charges in e, atoms 1 to 2:
1. C -1.1407
2. C 0.0902

=====

Formula: C14H9ClN10
Source: the Open Molecules 2025 dataset
Level of theory: the ωB97M-V functional and the def2-TZVPD basis

Bonds (Å) are listed after each position.
Geometry (Å):
1 C -6.180 0.718 -1.876  N10 1.164
2 N -1.158 -3.974 6.091  C4 1.159
3 Cl 0.724 -3.632 -0.715  C19 1.801
4 C -0.899 -3.818 4.972  N2 1.159, C16 1.440
5 N -1.558 1.528 -2.869  C11 1.344, C14 1.410
6 N -2.808 -0.923 -0.615  C12 1.297, N20 1.387
7 N -0.470 -0.813 -0.187  C12 1.369, C13 1.309
8 N 0.733 -4.050 3.260  C16 1.331, C17 1.326
9 N -1.369 -3.171 2.731  C16 1.326, C18 1.310
10 N -5.031 0.828 -2.026  C1 1.164, C15 1.404
11 C -1.444 0.621 -1.883  N5 1.344, C13 1.466, N20 1.381
12 C -1.717 -1.364 -0.068  N6 1.297, N7 1.369, N21 1.367
13 C -0.309 0.088 -1.123  N7 1.309, C11 1.466, N22 1.360
14 C -2.948 1.701 -3.034  N5 1.410, C15 1.362, H26 1.104
15 C -3.637 0.887 -2.188  N10 1.404, C14 1.362, N20 1.398
16 C -0.487 -3.641 3.603  C4 1.440, N8 1.331, N9 1.326
17 C 1.129 -3.983 1.996  N8 1.326, C19 1.377, H27 1.072
18 C -0.983 -3.091 1.482  N9 1.310, C19 1.400, N21 1.381
19 C 0.264 -3.533 1.024  Cl3 1.801, C17 1.377, C18 1.400
20 N -2.679 0.142 -1.494  N6 1.387, C11 1.381, C15 1.398
21 N -1.932 -2.486 0.682  C12 1.367, C18 1.381, H28 1.020
22 N 0.933 0.582 -1.375  C13 1.360, C25 1.462, H29 0.995
23 C 3.419 0.868 -0.839  C24 1.543, C25 1.502, H30 1.090, H31 1.115
24 C 2.647 1.073 0.481  C23 1.543, C25 1.527, H32 1.088, H33 1.104
25 C 2.112 0.161 -0.621  N22 1.462, C23 1.502, C24 1.527, H34 1.086
26 H -3.427 2.357 -3.781  C14 1.104
27 H 2.106 -4.335 1.733  C17 1.072
28 H -2.866 -2.495 1.094  N21 1.020
29 H 1.050 1.077 -2.230  N22 0.995
30 H 4.347 0.296 -0.847  C23 1.090
31 H 3.448 1.781 -1.479  C23 1.115
32 H 3.029 0.615 1.392  C24 1.088
33 H 2.129 2.037 0.627  C24 1.104
34 H 2.168 -0.910 -0.442  C25 1.086

Summary:
HOMO energy ... -9.0805 eV
Orbital gap ... 8.47 eV
Calculated total energy ... -42084.3691 eV

Mulliken population analysis, charges in e, atoms 1 to 2:
1. C -0.1026
2. N -0.4227

=====

Which of these has the highest calculated total energy?
C5H14N3